No. 1
91
Properties=species:S:1:pos:R:3:lowdin_spin:R:1 method="wB97M-V/def2-TZVPD" s_squared=0.770 charge=+1 homo_ev="-10.3963 / -10.3980" spin_multiplicity=2
V -0.18 0.30 -0.97 1.073
N 2.15 2.71 1.51 0.004
C 1.28 2.13 0.70 0.003
N 1.23 0.85 0.45 -0.005
C 2.26 0.02 0.96 0.000
N 2.48 -1.16 0.53 0.000
N 1.51 -1.76 -0.25 0.002
C 2.89 -1.26 -2.37 0.001
C 2.71 -1.04 -3.84 0.000
C 3.72 -1.35 -4.74 0.000
C 3.51 -1.10 -6.09 0.000
C 2.30 -0.55 -6.48 0.000
C 1.35 -0.27 -5.51 0.000
N 1.54 -0.52 -4.22 -0.001
C 3.15 0.60 1.98 0.000
C 4.04 -0.18 2.71 0.000
C 4.86 0.41 3.65 0.000
C 4.80 1.78 3.88 0.000
C 3.90 2.57 3.18 0.000
C 3.09 1.96 2.23 0.000
H 2.10 3.71 1.63 0.000
H 0.54 2.78 0.23 0.000
H 3.26 -0.41 -1.82 0.000
H 4.65 -1.77 -4.39 0.000
H 4.27 -1.33 -6.82 0.000
H 2.09 -0.34 -7.52 0.000
H 0.40 0.16 -5.78 0.000
H 4.08 -1.25 2.52 0.000
H 5.55 -0.20 4.21 0.000
H 5.44 2.23 4.62 0.000
H 3.84 3.63 3.36 0.000
Br -0.09 5.83 -4.89 -0.001
C -0.58 4.50 -3.66 -0.003
C -1.84 4.53 -3.04 -0.005
Br -3.06 5.90 -3.45 -0.001
C -2.20 3.56 -2.11 -0.002
Br -3.84 3.52 -1.22 0.000
C -1.29 2.56 -1.83 0.003
O -1.46 1.56 -0.92 -0.013
C -0.05 2.50 -2.46 0.004
O 0.71 1.48 -2.05 -0.007
C 0.33 3.48 -3.37 -0.003
Br 2.04 3.35 -4.13 0.000
C 0.41 1.75 4.94 0.000
Sb -0.70 0.87 3.33 0.000
C -1.75 2.67 2.81 0.000
C -2.28 0.04 4.55 0.000
C -3.62 0.04 3.88 0.000
C -4.54 1.04 4.23 0.000
C -5.81 1.08 3.69 0.000
C -6.20 0.09 2.79 0.000
C -5.31 -0.90 2.44 0.000
C -4.01 -0.93 2.95 0.000
C -3.09 -2.03 2.50 -0.004
Sb -2.30 -1.78 0.49 -0.011
C -4.14 -1.84 -0.58 -0.003
C -1.72 -3.82 0.26 -0.002
H -0.28 2.10 5.71 0.000
H 0.98 2.61 4.57 0.000
H 1.10 1.03 5.38 0.000
H -2.10 3.18 3.71 0.000
H -2.61 2.43 2.18 0.000
H -1.10 3.34 2.25 0.000
H -2.32 0.67 5.45 0.000
H -1.97 -0.96 4.86 0.000
H -4.25 1.78 4.96 0.000
H -6.50 1.86 3.98 0.000
H -7.20 0.09 2.37 0.000
H -5.62 -1.68 1.76 0.000
H -3.63 -2.97 2.41 0.000
H -2.25 -2.20 3.17 0.000
H -4.71 -2.71 -0.26 0.000
H -3.91 -1.92 -1.64 0.000
H -4.71 -0.94 -0.40 0.000
H -2.19 -4.41 1.05 0.000
H -0.64 -3.93 0.33 0.000
H -2.05 -4.18 -0.71 0.000
Cl 5.11 -4.45 -2.64 0.000
C 3.52 -3.79 -2.62 0.000
C 3.34 -2.59 -1.80 0.001
C 1.91 -2.11 -1.61 0.003
C 0.87 -2.81 -2.40 0.000
C 1.19 -3.83 -3.22 0.000
C 2.53 -4.37 -3.31 0.000
C -0.51 -2.30 -2.47 -0.001
O -1.46 -2.89 -2.89 -0.005
O -0.68 -1.01 -2.00 -0.033
H 3.99 -2.52 -0.94 0.000
H 0.57 -1.39 -0.16 0.005
H 0.41 -4.26 -3.83 0.000
H 2.71 -5.24 -3.92 0.000

---

No. 2
88
Properties=species:S:1:pos:R:3:lowdin_spin:R:1 method="wB97M-V/def2-TZVPD" s_squared=15.890 charge=+1 homo_ev="-7.7640 / -10.0847" spin_multiplicity=8
Gd -0.19 -0.04 -0.39 1.032
C 5.24 4.19 -3.74 0.020
C 4.41 3.28 -2.91 0.203
C 4.92 2.67 -1.76 0.347
C 4.18 1.82 -0.93 0.386
C 4.89 1.34 0.20 0.328
N 4.54 0.83 1.40 0.349
C 3.24 0.71 2.04 0.025
C 2.67 2.03 2.58 0.018
C 1.92 2.85 1.54 0.007
N 1.12 3.89 2.21 0.003
C -0.13 3.92 2.58 0.003
C -1.31 3.19 2.24 0.001
C -2.34 3.35 3.19 0.001
C -3.57 2.77 3.09 0.002
C -4.63 2.89 4.15 0.001
C -3.81 2.06 1.90 0.004
C -2.86 1.86 0.93 0.004
C -3.28 1.19 -0.31 0.002
N -2.50 0.64 -1.15 0.000
C -3.08 0.12 -2.39 0.002
C -1.98 -0.25 -3.36 0.002
C -1.06 0.93 -3.68 0.047
N 0.08 1.06 -2.75 0.472
C 1.00 1.83 -3.16 0.197
C 2.30 2.13 -2.55 0.377
C 3.08 3.01 -3.28 0.451
C 2.80 1.49 -1.36 0.307
O 2.12 0.62 -0.75 0.327
C -1.53 2.40 1.07 0.003
O -0.65 2.20 0.16 0.007
H 6.23 4.34 -3.31 0.000
H 4.75 5.16 -3.86 0.006
H 5.37 3.77 -4.74 0.007
H 5.94 2.88 -1.47 0.014
H 5.97 1.45 0.11 0.016
H 5.32 0.58 1.98 0.005
H 3.38 0.04 2.89 0.001
H 2.54 0.24 1.37 0.006
H 3.47 2.62 3.04 0.000
H 1.95 1.76 3.36 0.001
H 1.24 2.24 0.96 0.000
H 2.59 3.37 0.85 0.004
H 1.68 4.61 2.64 0.000
H -0.31 4.70 3.31 0.000
H -2.13 3.95 4.07 0.000
H -4.35 3.62 4.91 0.000
H -4.79 1.93 4.65 0.001
H -5.59 3.20 3.73 0.000
H -4.81 1.65 1.73 0.000
H -4.36 1.21 -0.50 0.000
H -3.72 0.89 -2.84 0.000
H -3.71 -0.75 -2.17 0.001
H -2.43 -0.61 -4.28 0.000
H -1.39 -1.08 -2.97 0.000
H -1.64 1.86 -3.65 0.020
H -0.67 0.82 -4.69 0.012
H 0.86 2.33 -4.13 0.007
H 2.68 3.46 -4.18 0.015
Br -3.68 -2.44 0.01 0.095
C -3.08 -1.77 1.68 0.218
C -3.85 -2.07 2.80 0.417
C -3.41 -1.59 4.02 0.118
C -2.23 -0.86 4.08 0.305
C -1.55 -0.63 2.90 0.457
N -1.97 -1.06 1.71 0.123
C -0.26 0.16 2.91 0.076
O 0.07 0.75 3.93 0.115
O 0.38 0.15 1.79 0.021
H -4.75 -2.65 2.71 0.019
H -3.97 -1.80 4.92 0.000
H -1.83 -0.47 5.00 0.010
F 1.34 -9.62 -2.34 0.000
C 0.09 -9.13 -2.41 0.000
F -0.68 -9.87 -1.59 0.000
F -0.34 -9.36 -3.67 0.000
C 0.04 -7.66 -2.07 0.001
C 0.80 -6.79 -2.84 0.000
C 0.78 -5.43 -2.56 0.001
C 0.00 -4.94 -1.50 0.001
C -0.75 -5.84 -0.74 0.001
C -0.73 -7.19 -1.02 0.000
C -0.03 -3.54 -1.21 0.004
C -0.11 -2.35 -0.95 -0.025
H 1.40 -7.16 -3.66 0.000
H 1.37 -4.74 -3.15 0.000
H -1.35 -5.46 0.07 0.000
H -1.31 -7.88 -0.43 0.000

---

No. 3
81
Properties=species:S:1:pos:R:3:lowdin_charge:R:1 method="wB97M-V/def2-TZVPD" charge=-2 homo_ev=-2.2449
Cs -0.17 -0.20 0.13 1.239
C 5.19 1.45 -0.01 -0.047
C 3.68 1.76 0.03 -0.418
O 2.94 0.79 0.03 -0.032
C 3.27 3.16 0.07 -0.106
C 4.27 4.16 0.06 -0.097
C 4.01 5.51 0.09 -0.156
C 2.66 5.92 0.13 -0.141
C 1.65 5.01 0.15 -0.043
C 1.87 3.56 0.12 -0.414
O 0.88 2.80 0.14 -0.125
H 5.29 0.37 -0.03 0.069
H 5.71 1.85 0.87 0.070
H 5.66 1.87 -0.90 0.070
H 5.31 3.85 0.02 0.082
H 4.82 6.23 0.08 0.069
H 2.42 6.98 0.16 0.083
H 0.61 5.31 0.18 0.096
C -5.63 -5.53 -0.42 0.009
C -4.40 -4.84 -1.00 -0.601
C -4.09 -5.34 -2.41 0.016
O -3.32 -5.06 -0.13 -0.037
C -2.62 -3.82 0.14 -0.119
C -3.40 -2.78 -0.69 -0.130
O -4.63 -3.46 -1.02 -0.033
C -3.78 -1.41 -0.03 -0.510
O -2.72 -0.58 0.00 -0.461
C -4.33 -1.71 1.39 -0.148
C -3.58 -1.31 2.48 -0.018
C -3.99 -1.58 3.78 -0.090
C -5.18 -2.27 4.00 -0.126
C -5.95 -2.67 2.92 -0.103
C -5.53 -2.39 1.62 -0.041
C -4.88 -0.73 -0.88 -0.107
C -4.92 -0.85 -2.27 -0.023
C -5.81 -0.11 -3.04 -0.103
C -6.68 0.78 -2.44 -0.133
C -6.65 0.93 -1.06 -0.107
C -5.76 0.18 -0.30 -0.029
C -1.08 -3.97 -0.11 -0.511
O -0.46 -2.79 0.10 -0.454
C -0.52 -5.03 0.89 -0.123
C 0.88 -5.14 0.91 -0.025
C 1.52 -5.99 1.78 -0.101
C 0.77 -6.76 2.68 -0.134
C -0.60 -6.65 2.68 -0.107
C -1.25 -5.79 1.79 -0.028
C -0.84 -4.53 -1.53 -0.128
C -0.97 -5.88 -1.85 -0.048
C -0.76 -6.34 -3.14 -0.111
C -0.41 -5.45 -4.15 -0.126
C -0.26 -4.10 -3.84 -0.094
C -0.46 -3.65 -2.54 -0.023
H -5.48 -6.61 -0.41 0.082
H -6.51 -5.29 -1.03 0.084
H -5.79 -5.17 0.60 0.077
H -3.82 -6.39 -2.39 0.084
H -3.27 -4.77 -2.83 0.080
H -4.98 -5.20 -3.04 0.084
H -2.72 -3.60 1.21 0.151
H -2.84 -2.55 -1.61 0.143
H -2.67 -0.77 2.25 0.101
H -3.38 -1.27 4.61 0.091
H -5.50 -2.49 5.01 0.082
H -6.88 -3.19 3.08 0.087
H -6.14 -2.69 0.78 0.112
H -4.25 -1.54 -2.76 0.110
H -5.81 -0.24 -4.12 0.088
H -7.38 1.36 -3.04 0.081
H -7.32 1.63 -0.57 0.087
H -5.74 0.32 0.78 0.116
H 1.43 -4.50 0.24 0.121
H 2.60 -6.06 1.78 0.088
H 1.27 -7.43 3.37 0.081
H -1.19 -7.24 3.38 0.087
H -2.33 -5.73 1.79 0.104
H -1.26 -6.57 -1.07 0.118
H -0.87 -7.39 -3.36 0.090
H -0.24 -5.80 -5.16 0.083
H 0.03 -3.40 -4.62 0.091
H -0.29 -2.61 -2.27 0.104